No. 1
A molecular structure, C44H58Br2N5O9S2SiTi, computed with ωB97M-V with the def2-TZVPD basis set.

The geometry in XYZ format:
```
122
C44H58Br2N5O9S2SiTi, DFT ωB97M-V with the def2-TZVPD basis set
Ti 0.25 0.75 1.12
C 6.94 -2.10 1.61
C 5.66 -1.66 2.24
C 5.26 -0.33 2.21
C 4.04 0.07 2.76
C 3.23 -0.89 3.34
C 3.62 -2.23 3.42
C 4.84 -2.60 2.87
S 1.67 -0.42 3.98
O 0.79 -1.67 3.65
O 1.67 -0.25 5.39
N 1.13 0.78 3.15
C 0.92 2.05 3.84
C -0.17 2.75 3.06
O -1.06 3.40 3.52
O -0.07 2.46 1.74
H 7.34 -1.33 0.94
H 6.79 -3.01 1.03
H 7.70 -2.31 2.37
H 5.89 0.41 1.73
H 3.72 1.10 2.69
H 2.98 -2.97 3.87
H 5.13 -3.64 2.88
H 1.82 2.67 3.84
H 0.59 1.93 4.87
C -2.28 -3.91 -3.15
C -2.37 -3.83 -1.66
C -2.89 -4.86 -0.88
C -2.93 -4.74 0.50
C -2.43 -3.57 1.04
Br -2.41 -3.38 2.94
N -1.93 -2.57 0.35
C -1.91 -2.71 -0.98
H -2.93 -4.70 -3.54
H -1.26 -4.13 -3.48
H -2.58 -2.97 -3.61
H -3.27 -5.76 -1.35
H -3.33 -5.53 1.13
H -1.51 -1.86 -1.53
C 2.50 2.57 -0.17
O 2.16 1.27 0.36
C 2.81 0.15 -0.16
C 3.95 0.21 -0.92
C 4.55 -1.01 -1.24
Br 6.15 -0.99 -2.25
C 4.04 -2.21 -0.80
C 2.87 -2.24 -0.03
C 2.22 -1.04 0.25
O 1.07 -0.95 0.98
C 2.45 -3.53 0.53
N 3.29 -4.52 0.67
C 2.55 -5.53 1.26
C 2.95 -6.82 1.63
C 2.01 -7.64 2.22
C 0.69 -7.20 2.43
C 0.28 -5.93 2.07
C 1.23 -5.11 1.47
N 1.19 -3.81 1.00
H 3.47 2.87 0.24
H 1.71 3.24 0.13
H 2.53 2.51 -1.26
H 4.39 1.14 -1.23
H 4.54 -3.14 -1.01
H 0.75 -1.80 2.68
H 3.97 -7.14 1.46
H 2.29 -8.64 2.52
H -0.02 -7.87 2.90
H -0.73 -5.60 2.25
H 0.38 -3.22 0.87
C -4.98 -0.73 2.06
C -4.04 0.17 2.86
C -2.68 0.19 2.33
N -1.61 0.20 1.92
H -5.95 -0.74 2.55
H -4.60 -1.75 2.03
H -5.11 -0.37 1.05
H -3.96 -0.15 3.90
H -4.37 1.21 2.87
C -4.65 2.93 -2.67
C -4.17 2.23 -1.41
C -4.03 0.73 -1.63
C -5.11 2.54 -0.25
O -2.90 2.79 -1.01
Si -1.40 2.65 -1.61
S -0.49 0.78 -1.06
O -1.50 2.63 -3.22
C -0.58 2.48 -4.32
C 0.85 2.75 -3.88
C -0.73 1.06 -4.84
C -1.01 3.49 -5.38
O -0.48 3.83 -0.97
C -0.77 5.24 -0.77
C -1.64 5.39 0.47
C 0.58 5.90 -0.57
C -1.46 5.80 -2.01
H -5.63 2.55 -2.96
H -3.96 2.76 -3.49
H -4.74 4.00 -2.50
H -5.02 0.29 -1.80
H -3.58 0.25 -0.76
H -3.41 0.52 -2.50
H -6.11 2.16 -0.45
H -5.16 3.61 -0.08
H -4.73 2.07 0.66
H 1.16 2.02 -3.12
H 0.94 3.75 -3.46
H 1.53 2.66 -4.73
H -0.51 0.34 -4.04
H -0.05 0.87 -5.67
H -1.75 0.89 -5.18
H -0.79 4.51 -5.07
H -2.09 3.40 -5.55
H -0.50 3.29 -6.32
H -1.13 5.02 1.35
H -2.57 4.85 0.35
H -1.87 6.45 0.62
H 1.07 5.49 0.32
H 0.46 6.98 -0.41
H 1.23 5.75 -1.43
H -2.44 5.33 -2.16
H -0.86 5.63 -2.90
H -1.62 6.87 -1.89
```

molecular weight = 1100.869 g/mol
charge = +1
spin multiplicity = 1
E = -9745.94550 Ha
relative energy (zero: lowest compared OMol25 entry of this formula, charge and spin) = 0.0 kJ/mol
LUMO = -3.8 eV
HOMO-LUMO gap = 0.2418 Eh


No. 2
2 unconnected molecules or ions with the total composition C4H12N2O2, computed with ωB97M-V with the def2-TZVPD basis set.

The geometry in XYZ format:
```
20
C4H12N2O2, DFT ωB97M-V with the def2-TZVPD basis set
C -1.65 -0.10 0.83
N -1.04 -0.73 -0.43
C -1.07 0.15 -1.57
C 0.27 -1.39 -0.27
C 1.54 -0.54 -0.11
N 1.63 0.07 1.20
O -2.55 0.82 0.48
H -2.15 -0.95 1.31
H -0.59 1.15 -1.44
H -2.09 0.43 -1.85
H -0.55 -0.36 -2.37
H 0.18 -1.90 0.70
H 0.37 -2.16 -1.04
H 2.28 -1.34 -0.35
H 1.59 0.20 -0.95
H 2.55 -0.23 1.52
H 1.18 1.45 0.98
H -0.76 0.44 1.24
H 0.21 2.66 1.46
O 0.63 2.34 0.66
```

molecular weight = 120.152 g/mol
charge = -1
spin multiplicity = 2
E = -419.48461 Ha
relative energy (zero: lowest compared OMol25 entry of this formula, charge and spin) = 323.8 kJ/mol
LUMO (spin up / spin down) = 4.1 / 2.5 eV
⟨S²⟩ = 0.759
HOMO-LUMO gap (spin up / spin down) = 0.2628 / 0.1918 Eh


No. 3
A gas-phase ion, C5H11IN (charge +1), computed with ωB97M-V with the def2-TZVPD basis set.

The geometry in XYZ format:
```
18
C5H11IN, DFT ωB97M-V with the def2-TZVPD basis set
C 0.26 1.42 -0.89
N 0.26 0.15 0.03
C 1.50 0.33 0.96
I 3.35 -0.01 0.01
C 0.02 -1.19 -0.67
C -1.35 -1.25 -0.02
C -1.08 0.01 0.78
H 0.30 2.39 -0.53
H 1.05 1.35 -1.64
H -0.78 1.38 -1.25
H 1.37 1.37 1.45
H 1.18 -0.34 1.84
H 0.63 -2.11 -0.46
H -0.17 -0.97 -1.69
H -2.23 -1.21 -0.74
H -1.68 -2.11 0.53
H -1.69 0.87 0.49
H -0.95 -0.08 1.81
```

molecular weight = 212.054 g/mol
charge = +1
spin multiplicity = 1
E = -549.22875 Ha
SMILES = C[N+]1(CI)CCC1
relative energy (zero: lowest compared OMol25 entry of this formula, charge and spin) = 193.5 kJ/mol
LUMO = -3.4 eV
HOMO-LUMO gap = 0.3814 Eh